(1)
Entry from the Open Molecules 2025 dataset: the molecule CBrF2NO2 in a non-equilibrium geometry (the ωB97M-V functional and the def2-TZVPD basis).

ORCA input file:
```
! wB97M-V def2-TZVPD RIJCOSX def2/J DEFGRID3
* xyz 0 1
O 0.61411 -1.22388 -1.13191
N 0.74262 -0.70416 -0.07765
O 1.52525 -0.76586 0.81102
C -0.37209 0.51565 0.12507
F -0.20468 1.45823 -0.76958
F -0.18607 1.02008 1.32327
Br -2.11915 -0.30006 -0.28022
*
```

Results
Structure (SMILES): O=[N+]([O-])C(F)(F)Br
Gap between HOMO and LUMO: 11.04 eV
E_tot: -82095.8592 eV
Energy above the lowest of the compared OMol25 structures with the same formula, charge and spin: 18.38 kJ/mol
E_HOMO: -11.4 eV

---

(2)
Entry from the Open Molecules 2025 dataset: a cluster of 2 separate species, CBrF2O3S in total in a non-equilibrium geometry (the ωB97M-V functional and the def2-TZVPD basis).

ORCA input file:
```
! wB97M-V def2-TZVPD RIJCOSX def2/J DEFGRID3
* xyz -1 1
C 0.41503 -0.28037 1.27341
O -1.79138 -0.38083 -1.21413
O -0.55487 1.76810 -0.94811
O 0.60144 -0.19765 -1.90223
F 0.69416 -1.62897 1.47699
F 1.54398 0.34322 1.70121
S -0.56404 0.34196 -1.21205
Br -0.97893 0.18549 2.69614
*
```

Results
Gap between HOMO and LUMO (spin up / spin down): 7.94 / 7.94 eV
E_tot: -93492.3828 eV
Energy above the lowest of the compared OMol25 structures with the same formula, charge and spin: 82.17 kJ/mol
E_HOMO (spin up / spin down): -4.6 / -4.6 eV

---

(3)
Entry from the Open Molecules 2025 dataset: a cluster of 2 separate species, CBrFNO2 in total in a non-equilibrium geometry (the ωB97M-V functional and the def2-TZVPD basis).

ORCA input file:
```
! wB97M-V def2-TZVPD RIJCOSX def2/J DEFGRID3
* xyz -1 1
C 0.78206 -0.58433 0.09146
N -0.41063 -0.03066 -0.45334
O 1.51906 -0.18851 0.94152
O 0.73778 -1.57855 -0.69291
F -0.69645 2.79631 -0.22503
Br -1.93182 -0.41425 0.33830
*
```

Results
Gap between HOMO and LUMO (spin up / spin down): 5.77 / 5.70 eV
E_tot: -79378.8745 eV
Energy above the lowest of the compared OMol25 structures with the same formula, charge and spin: 237.03 kJ/mol
E_HOMO (spin up / spin down): -4.4 / -4.4 eV

---

(4)
Entry from the Open Molecules 2025 dataset: a cluster of 2 separate species, CBrFO2 in total in a non-equilibrium geometry (the ωB97M-V functional and the def2-TZVPD basis).

ORCA input file:
```
! wB97M-V def2-TZVPD RIJCOSX def2/J DEFGRID3
* xyz 0 1
C -0.90303 0.17838 0.20894
O -1.09779 -0.49715 -0.71103
O 1.88949 -0.56225 -1.00111
F -1.67202 0.42239 1.22291
Br 1.78336 0.45862 0.28029
*
```

Results
Gap between HOMO and LUMO (spin up / spin down): 6.86 / 6.86 eV
E_tot: -77886.3601 eV
E_HOMO (spin up / spin down): -9.6 / -9.6 eV

---

(5)
Entry from the Open Molecules 2025 dataset: a cluster of 2 separate species, CBrNO3 in total in a non-equilibrium geometry (the ωB97M-V functional and the def2-TZVPD basis).

ORCA input file:
```
! wB97M-V def2-TZVPD RIJCOSX def2/J DEFGRID3
* xyz 0 1
O 0.26445 -1.15038 2.53543
C 0.92272 -0.57781 1.83817
O 1.44439 0.06117 1.00279
O -0.75980 1.15801 -2.84211
N -0.30399 0.77077 -1.83518
Br -1.56777 -0.26175 -0.69910
*
```

Results
Structure (SMILES): O=C=O.O=NBr
Gap between HOMO and LUMO: 9.17 eV
E_tot: -78710.1750 eV
Energy above the lowest of the compared OMol25 structures with the same formula, charge and spin: 11.38 kJ/mol
E_HOMO: -10.4 eV

---

(6)
Entry from the Open Molecules 2025 dataset: a cluster of 2 separate species, CBrNO4 in total in a non-equilibrium geometry (the ωB97M-V functional and the def2-TZVPD basis).

ORCA input file:
```
! wB97M-V def2-TZVPD RIJCOSX def2/J DEFGRID3
* xyz 0 1
O 1.18487 1.11906 -0.65398
N 0.29554 1.41958 0.05009
O -0.82774 1.11745 0.25530
Br -2.36324 -0.54494 0.03249
O 0.51780 -1.06513 1.25042
C 0.61452 -1.04937 0.10490
O 0.57825 -0.99666 -1.03921
*
```

Results
Structure (SMILES): O=NOBr.O=C=O
Gap between HOMO and LUMO (spin up / spin down): 7.96 / 8.90 eV
E_tot: -80754.5036 eV
Energy above the lowest of the compared OMol25 structures with the same formula, charge and spin: 113.86 kJ/mol
E_HOMO (spin up / spin down): -10.5 / -10.8 eV